1.
ORCA calculation (ωB97M-V/def2-TZVPD) on a structure of composition C36H41N5ScSe at a distorted geometry.

Geometry as XYZ:
```
84
Properties=species:S:1:pos:R:3
Sc -0.554 -0.202 -0.194
N -1.606 3.220 3.254
N -2.031 0.791 -1.594
C -0.088 -2.694 0.056
C -1.248 -2.338 0.822
C -0.802 -1.676 2.003
C -1.650 -1.212 3.126
H -2.675 -1.595 3.052
H -1.736 -0.071 3.076
H -1.213 -1.468 4.103
C 0.616 -1.604 1.956
C 1.479 -1.284 3.114
H 1.399 -2.095 3.861
H 1.189 -0.342 3.596
H 2.532 -1.213 2.813
C 1.054 -2.196 0.739
C 2.470 -2.280 0.299
H 2.858 -1.256 0.149
H 2.549 -2.817 -0.654
H 3.123 -2.779 1.035
C -2.654 -2.672 0.492
H -2.913 -3.689 0.832
H -2.829 -2.634 -0.593
H -3.335 -1.962 0.979
C -0.110 -3.439 -1.230
H 0.737 -3.141 -1.864
H -1.038 -3.211 -1.773
H -0.069 -4.536 -1.100
C -1.304 4.508 3.392
H -1.369 4.897 4.388
C -0.870 5.330 2.342
H -0.489 6.327 2.533
C -0.967 4.839 1.033
H -0.679 5.405 0.162
C -1.413 3.539 0.803
H -1.691 3.068 -0.176
C -1.462 2.700 2.003
C -1.563 1.252 2.149
H -2.620 1.078 1.602
C -1.335 0.018 -2.392
C -3.278 1.203 -2.070
H -3.891 1.902 -1.470
C -3.320 0.625 -3.303
H -4.122 0.705 -4.016
N -2.092 -0.041 -3.535
C -1.745 -1.136 -4.322
C -2.695 -2.162 -4.462
C -2.220 -3.283 -5.132
H -2.913 -4.057 -5.417
C -0.869 -3.382 -5.451
C -0.410 -4.489 -6.341
H 0.641 -4.743 -6.139
H -0.487 -4.157 -7.392
H -1.046 -5.376 -6.210
C 0.069 -2.425 -5.062
H 1.112 -2.518 -5.311
C -0.343 -1.288 -4.407
C 0.648 -0.327 -3.831
H 0.304 0.706 -3.697
H 1.495 -0.296 -4.524
H 1.090 -0.669 -2.878
C -4.039 -2.115 -3.817
H -4.621 -1.231 -4.084
H -3.975 -2.157 -2.719
H -4.602 -2.990 -4.139
C 4.739 2.647 1.069
N 3.535 2.503 1.869
C 2.322 1.969 1.510
Se 1.912 1.231 -0.171
N 1.556 2.080 2.629
C 2.247 2.638 3.688
C 1.955 2.681 5.039
C 2.978 3.093 5.898
C 4.272 3.392 5.405
C 4.565 3.289 4.041
C 3.521 2.923 3.204
H 4.495 2.478 0.018
H 5.513 1.943 1.399
H 5.136 3.660 1.212
H 0.533 1.862 2.688
H 0.945 2.388 5.350
H 2.789 3.183 6.968
H 5.047 3.704 6.109
H 5.555 3.469 3.609
```

## Properties
energy relative to the best compared isomer or geometry (same formula, charge and spin) = 0.0 kcal/mol
total charge = -1
HOMO level (spin up / spin down) = -3.275 / -1.781 eV
orbital gap (spin up / spin down) = 5.696 / 4.203 eV

***

2.
ORCA calculation (ωB97M-V/def2-TZVPD) on a cluster of 25 separate species, C36H42Cl73N4O2S in total at a distorted geometry.

Geometry as XYZ:
```
158
Properties=species:S:1:pos:R:3
C -5.243 2.315 4.266
C -5.485 1.670 2.898
S -4.385 2.449 1.693
C -4.396 1.299 0.288
C -3.069 0.604 0.266
N -3.072 -0.629 0.712
N -1.891 -1.222 0.758
O -1.924 -2.511 1.261
C -2.405 -2.501 2.496
N -2.759 -2.242 3.545
C -0.724 -0.719 0.403
C 0.519 -1.525 0.581
C 1.378 -0.933 1.716
N 0.472 -0.448 2.769
C -0.709 0.594 -0.139
Cl 0.756 1.274 -0.665
C -1.899 1.287 -0.201
C -1.991 2.705 -0.682
O -2.908 2.841 -1.740
C -2.334 3.503 -2.863
H -6.198 2.548 4.731
H -4.706 3.259 4.185
H -4.706 1.657 4.943
H -6.506 1.856 2.578
H -5.324 0.597 2.957
H -5.191 0.565 0.368
H -4.561 1.864 -0.621
H 0.297 -2.547 0.865
H 1.052 -1.569 -0.366
H 2.072 -0.179 1.351
H 1.979 -1.725 2.151
H 0.237 0.530 2.657
H 0.927 -0.550 3.664
H -2.267 3.347 0.160
H -1.004 3.027 -1.004
H -1.645 2.818 -3.355
H -1.839 4.420 -2.575
H -3.129 3.785 -3.547
C -2.571 7.369 -1.651
Cl -1.971 7.012 -3.270
Cl -4.315 7.139 -1.574
Cl -1.746 6.356 -0.458
H -2.354 8.403 -1.419
C -2.061 -1.550 -4.013
Cl -3.710 -2.112 -3.801
Cl -1.470 -0.845 -2.492
Cl -1.004 -2.859 -4.526
H -2.043 -0.780 -4.773
C 4.321 -1.480 -1.395
Cl 4.318 -3.130 -0.795
Cl 2.797 -1.119 -2.220
Cl 4.608 -0.323 -0.096
H 5.127 -1.384 -2.112
C -1.858 -6.587 1.910
Cl -0.768 -7.763 2.614
Cl -1.584 -4.967 2.612
Cl -1.683 -6.534 0.157
H -2.870 -6.879 2.145
C 0.713 -6.376 -5.068
Cl 0.551 -7.684 -6.238
Cl -0.344 -6.659 -3.684
Cl 2.386 -6.202 -4.547
H 0.411 -5.455 -5.549
C 8.688 0.811 0.024
Cl 8.270 -0.468 -1.120
Cl 7.674 0.677 1.461
Cl 10.394 0.765 0.482
H 8.493 1.764 -0.448
C 1.069 -11.173 -4.514
Cl 0.905 -12.491 -5.673
Cl 0.006 -11.421 -3.127
Cl 2.746 -11.000 -3.995
H 0.771 -10.257 -5.003
C -5.336 7.278 2.191
Cl -5.591 5.754 3.050
Cl -6.446 8.514 2.770
Cl -3.657 7.797 2.351
H -5.534 7.109 1.141
C -8.976 10.742 0.670
Cl -9.388 9.055 0.344
Cl -8.742 11.007 2.399
Cl -7.552 11.229 -0.241
H -9.805 11.357 0.338
C -11.448 12.195 -2.945
Cl -11.854 10.511 -3.275
Cl -11.200 12.444 -1.209
Cl -10.027 12.693 -3.853
H -12.282 12.811 -3.252
C 1.124 3.250 -5.590
Cl 0.667 1.853 -4.595
Cl 0.073 4.606 -5.184
Cl 2.819 3.639 -5.356
H 0.973 2.987 -6.629
C 5.460 4.350 -2.528
Cl 6.410 3.014 -1.866
Cl 5.812 5.855 -1.690
Cl 5.731 4.506 -4.262
H 4.414 4.115 -2.376
C -4.850 -9.684 0.023
Cl -3.769 -10.831 0.801
Cl -4.743 -8.099 0.806
Cl -4.495 -9.542 -1.696
H -5.865 -10.040 0.134
C 0.034 7.221 4.113
Cl -0.394 5.657 4.796
Cl 1.738 7.581 4.378
Cl -0.364 7.252 2.392
H -0.554 7.984 4.607
C -7.770 8.073 -3.270
Cl -9.231 9.044 -3.409
Cl -7.565 7.018 -4.671
Cl -6.349 9.096 -3.050
H -7.871 7.447 -2.392
C 7.873 -5.487 -1.651
Cl 7.707 -5.411 -3.406
Cl 7.668 -3.886 -0.941
Cl 6.726 -6.637 -0.967
H 8.872 -5.829 -1.419
C -6.854 -4.805 -3.702
Cl -5.688 -5.844 -2.882
Cl -6.778 -3.158 -3.061
Cl -6.587 -4.807 -5.441
H -7.845 -5.192 -3.509
C 9.857 -8.199 1.754
Cl 8.148 -8.378 2.141
Cl 10.078 -7.737 0.062
Cl 10.624 -7.028 2.824
H 10.336 -9.157 1.900
C 1.164 -6.564 6.478
Cl 0.851 -6.350 8.197
Cl 1.264 -8.276 6.063
Cl -0.065 -5.757 5.502
H 2.118 -6.109 6.250
C 12.183 -0.518 -3.807
Cl 11.607 -0.201 -2.169
Cl 12.195 -2.251 -4.128
Cl 11.193 0.339 -4.992
H 13.197 -0.149 -3.888
C 6.614 -6.661 5.877
Cl 4.910 -6.909 6.280
Cl 6.807 -6.187 4.192
Cl 7.342 -5.475 6.955
H 7.125 -7.604 6.019
C -1.233 1.427 5.443
Cl -1.298 2.281 3.894
Cl 0.346 0.676 5.694
Cl -1.630 2.522 6.758
H -1.974 0.638 5.421
C 13.427 -6.020 -3.788
Cl 11.679 -5.930 -3.545
Cl 13.821 -5.888 -5.500
Cl 14.253 -4.774 -2.856
H 13.765 -6.985 -3.437
C -3.402 6.305 7.865
Cl -3.839 4.738 8.548
Cl -1.698 6.658 8.156
Cl -3.774 6.358 6.141
H -3.992 7.064 8.360
```

## Properties
total charge = +1
HOMO level = -11.097 eV
orbital gap = 7.119 eV

***

3.
ORCA calculation (ωB97M-V/def2-TZVPD) on a structure of composition C36H42IN5RhSb.

Geometry as XYZ:
```
86
Properties=species:S:1:pos:R:3
Rh -0.045 -0.147 -0.491
C -1.455 2.787 -1.566
C -0.212 3.105 -0.796
C 0.243 4.403 -0.627
C 1.423 4.622 0.066
C 2.116 3.539 0.574
C 1.602 2.259 0.391
N 0.458 2.065 -0.279
Sb 2.783 0.706 1.369
C 0.970 0.073 2.474
C 1.065 -0.214 3.831
C -0.091 -0.395 4.573
C -1.315 -0.218 3.954
C -1.353 0.069 2.595
C -2.644 0.372 1.894
N -0.230 0.149 1.872
C 2.780 -1.126 0.211
C 3.948 -1.866 0.335
C 4.078 -3.044 -0.377
C 3.058 -3.419 -1.230
C 1.915 -2.636 -1.323
C 0.823 -3.021 -2.279
N 1.770 -1.530 -0.574
H -1.993 3.692 -1.845
H -2.113 2.154 -0.969
H -1.200 2.238 -2.476
H -0.319 5.226 -1.048
H 1.804 5.627 0.197
H 3.063 3.674 1.079
H 2.039 -0.278 4.301
H -0.040 -0.636 5.628
H -2.240 -0.297 4.509
H -3.503 0.083 2.497
H -2.688 -0.140 0.935
H -2.705 1.447 1.702
H 4.759 -1.497 0.949
H 4.977 -3.642 -0.295
H 3.137 -4.310 -1.839
H 1.257 -3.397 -3.207
H 0.174 -2.177 -2.497
H 0.196 -3.813 -1.862
C -3.969 -0.011 -1.857
C -3.408 -1.051 -2.825
C -2.224 -0.512 -3.622
C -3.112 -2.374 -2.147
C -3.723 -3.507 -2.653
C -3.565 -4.749 -2.056
C -2.837 -4.844 -0.877
C -2.200 -3.754 -0.310
C -1.636 -3.959 1.087
C -2.567 -3.299 2.107
C -0.186 -3.555 1.334
C -2.242 -2.492 -1.010
N -1.440 -1.474 -0.679
H -4.251 0.894 -2.399
H -3.228 0.260 -1.107
H -4.853 -0.392 -1.342
H -4.202 -1.271 -3.545
H -1.378 -0.282 -2.973
H -2.499 0.405 -4.148
H -1.898 -1.240 -4.367
H -4.348 -3.412 -3.534
H -4.043 -5.624 -2.476
H -2.782 -5.797 -0.365
H -1.693 -5.037 1.259
H -2.589 -2.222 1.952
H -2.220 -3.490 3.124
H -3.586 -3.676 2.008
H -0.043 -2.482 1.241
H 0.493 -4.055 0.642
H 0.099 -3.848 2.348
I 4.628 1.479 -1.221
N 1.378 0.423 -2.692
C 1.143 1.365 -3.721
C 0.552 0.991 -4.924
C 0.266 1.945 -5.889
C 0.572 3.280 -5.670
C 1.190 3.649 -4.482
C 1.480 2.701 -3.514
H 1.554 -0.503 -3.065
H 2.217 0.688 -2.167
H 0.317 -0.052 -5.101
H -0.194 1.639 -6.820
H 0.351 4.023 -6.426
H 1.463 4.683 -4.310
H 1.996 2.982 -2.602
```

## Properties
energy relative to the best compared isomer or geometry (same formula, charge and spin) = 0.0 kcal/mol
total charge = 0
HOMO level (spin up / spin down) = -7.209 / -7.276 eV
orbital gap (spin up / spin down) = 7.546 / 6.448 eV
2S+1 = 5

***

4.
ORCA calculation (ωB97M-V/def2-TZVPD) on a structure of composition C36H42N9O3RuS3 at a distorted geometry.

Geometry as XYZ:
```
94
Properties=species:S:1:pos:R:3
Ru -0.363 0.266 0.364
N 0.929 0.010 1.760
C 2.045 -0.278 2.366
C 2.114 -1.221 3.443
C 3.289 -1.451 4.114
C 4.464 -0.802 3.750
C 4.439 0.099 2.690
C 3.273 0.367 2.020
H 1.225 -1.771 3.719
H 3.306 -2.149 4.942
H 5.385 -1.000 4.280
H 5.355 0.592 2.392
H 3.237 1.067 1.202
N -1.376 1.875 1.877
C -0.795 2.581 2.589
N -0.057 3.345 3.347
C -0.598 4.527 3.995
C -1.022 4.188 5.431
O 0.039 3.612 6.159
C 0.528 2.443 5.532
C 1.024 2.746 4.113
H -1.450 4.904 3.429
H 0.201 5.278 4.013
H -1.884 3.500 5.399
H -1.300 5.098 5.968
H -0.260 1.674 5.490
H 1.351 2.089 6.153
H 1.368 1.839 3.614
H 1.840 3.476 4.155
N -1.880 0.666 -2.201
C -1.766 0.149 -1.078
H -2.701 0.437 -2.765
C 0.825 -3.024 0.539
C 1.589 -4.233 -0.057
N 1.677 -4.099 -1.502
C 0.341 -4.068 -2.069
C -0.475 -2.902 -1.448
N 0.382 -2.140 -0.541
C 1.549 -1.654 -1.290
C 2.361 -2.857 -1.829
H 1.468 -2.448 1.204
H -0.055 -3.353 1.100
H 1.082 -5.176 0.164
H 2.606 -4.289 0.339
H -0.132 -5.032 -1.867
H 0.439 -3.944 -3.150
H -1.327 -3.285 -0.879
H -0.842 -2.229 -2.226
H 2.148 -1.033 -0.620
H 1.184 -1.027 -2.107
H 3.356 -2.897 -1.382
H 2.468 -2.809 -2.915
C -4.741 -2.568 -0.238
N -3.788 -2.190 0.771
C -3.755 -2.843 2.028
C -2.825 -2.414 2.952
C -1.938 -1.407 2.637
N -1.894 -0.914 1.322
C -2.821 -1.296 0.481
O -2.854 -0.808 -0.734
N -1.138 -0.761 3.552
H -5.531 -3.153 0.226
H -4.258 -3.161 -1.019
H -5.177 -1.685 -0.706
H -4.481 -3.612 2.193
H -2.803 -2.849 3.936
H -0.931 -1.311 4.372
H -0.324 -0.323 3.100
O 0.903 1.461 -0.744
C 0.660 2.676 -1.345
C 0.176 2.623 -2.783
C -0.507 3.601 -3.441
C -0.693 3.310 -4.810
C -0.119 2.138 -5.173
S 0.647 1.354 -3.846
C -0.330 3.514 -0.562
C -0.077 4.542 0.294
C -1.257 5.147 0.783
C -2.380 4.558 0.300
S -2.028 3.250 -0.752
C 2.003 3.375 -1.447
C 2.399 4.539 -2.026
C 3.796 4.735 -1.951
C 4.429 3.708 -1.332
S 3.332 2.477 -0.833
H -0.862 4.501 -2.970
H -1.234 3.949 -5.484
H -0.093 1.690 -6.145
H 0.916 4.867 0.556
H -1.255 6.000 1.437
H -3.403 4.814 0.482
H 1.726 5.236 -2.490
H 4.287 5.603 -2.356
H 5.476 3.596 -1.132
```

## Properties
total charge = 0
HOMO level (spin up / spin down) = -5.760 / -5.520 eV
orbital gap (spin up / spin down) = 4.416 / 4.172 eV
2S+1 = 2

***

Which formula does entry 4 have?
C36H42N9O3RuS3